The following is a DFT calculation (the ωB97M-V functional and the def2-TZVPD basis) of a molecular structure, C22H33Cl5GdN6OSi at a distorted geometry.

Geometry as XYZ:
```
69
Properties=species:S:1:pos:R:3:mulliken_spin:R:1
Gd 0.3491 -0.3082 -0.0767 7.349
Cl -3.2115 -2.4808 2.1581 -0.001
Cl -0.9408 -1.0462 3.8927 -0.001
Cl 0.4103 -2.7520 0.6069 -0.043
Cl -0.3099 4.0783 2.3866 0.000
Cl 2.5103 2.1100 6.4996 0.000
Si -1.6546 -1.1643 1.9643 -0.008
O 0.6070 1.5831 0.9494 -0.118
N 2.2269 0.0191 -1.7168 -0.036
N -1.3644 -1.5462 -1.9320 -0.034
N 4.5453 -0.1234 -2.1057 -0.001
N -1.3847 1.3270 -1.3197 -0.051
N 3.7135 0.8402 -0.1750 -0.002
N 1.9949 -0.3887 2.0171 -0.055
C 3.0597 -0.2805 4.5809 -0.001
C 1.7876 0.7075 2.8011 0.019
C 1.1380 2.9079 4.3444 0.002
C -1.7923 -0.5373 -2.9112 0.004
C -2.3386 0.7049 -2.2523 0.004
C 4.4088 -0.9264 -3.3280 0.001
C -0.7012 -2.6532 -2.6450 0.007
C -2.5308 -2.1110 -1.2482 0.007
C 2.9918 -1.4266 -3.5118 -0.002
C 0.9901 1.7325 2.2203 -0.031
C 2.2768 0.7952 4.1105 0.002
C -0.4492 2.2006 -2.0540 0.001
C 1.9295 1.9436 4.8758 -0.003
C 2.0525 -0.2990 -3.1237 0.005
C 5.0248 0.9597 0.4406 0.000
C 5.9306 0.1207 -1.6868 0.000
C 3.2872 -1.3575 3.7727 0.000
C 2.7100 -1.3815 2.4910 0.001
C -2.1255 2.1404 -0.3398 0.005
C 6.0309 1.2277 -0.6598 0.000
C 0.6622 2.7945 3.0147 -0.009
C 3.4793 0.2259 -1.3524 -0.006
H -0.4579 -3.4480 -1.9458 0.000
H 7.0456 1.2670 -0.2650 0.000
H -2.7225 2.9063 -0.8495 0.000
H 4.7035 -0.3030 -4.1758 0.000
H 5.1208 -1.7517 -3.2718 0.000
H -1.4316 2.6180 0.3426 -0.001
H 0.3097 2.5789 -1.3707 0.001
H 5.8109 2.1929 -1.1211 0.000
H -2.2001 -2.8778 -0.5516 0.000
H 6.3423 -0.8099 -1.2847 0.000
H 4.9798 1.7783 1.1556 0.000
H 2.2402 0.5839 -3.7489 0.000
H -2.8026 1.4973 0.2237 0.000
H 6.5035 0.3661 -2.5815 0.000
H -2.6249 1.4278 -3.0259 0.000
H 0.8726 3.7805 4.9259 0.000
H 2.9071 1.2168 0.2953 0.003
H 3.8725 -2.2018 4.1094 0.000
H -0.9809 3.0531 -2.4905 0.001
H 1.0183 -0.5725 -3.2983 0.002
H -3.2504 0.4752 -1.7034 0.000
H -3.2223 -2.5641 -1.9713 0.001
H -2.5617 -0.9580 -3.5733 0.001
H -0.9461 -0.2897 -3.5518 -0.006
H 2.8490 -1.7573 -4.5413 0.000
H -3.0713 -1.3459 -0.6929 -0.002
H 5.2857 0.0518 0.9945 0.000
H 2.8007 -2.2789 -2.8536 -0.001
H 0.2179 -2.3129 -3.1141 -0.001
H -1.3613 -3.0487 -3.4278 0.000
H 2.8147 -2.2484 1.8499 0.000
H 3.4632 -0.2430 5.5840 0.000
H 0.0424 1.6474 -2.8539 -0.001
```

- HOMO-LUMO gap (spin up / spin down) (eV) = 6.3 / 7.6
- ΔE to the lowest compared entry with this formula, charge and spin (kJ/mol) = 59.9
- E_tot (hartree) = -4618.075074
- expectation value of S² = 15.871
- spin multiplicity = 8
- charge = +1
- HOMO energy (spin up / spin down) (eV) = -10.53 / -10.55

The following is a DFT calculation (the ωB97M-V functional and the def2-TZVPD basis) of a molecular structure, C22H33N13O2PPtSe.

Geometry as XYZ:
```
73
Properties=species:S:1:pos:R:3:mulliken_spin:R:1
Pt 0.0549 -0.8951 -0.1055 1.500
Se 0.4302 6.9991 -0.0574 0.824
P 1.1344 -2.4017 2.8773 0.007
O 1.1872 2.5896 0.3152 0.272
O 1.1493 2.3292 2.4848 0.263
N -0.5561 -0.4202 1.8252 0.115
N 2.1071 -1.0336 0.6158 0.212
N 1.6276 2.4172 1.4051 0.457
N -0.0507 -4.7191 1.7889 0.003
N -0.4270 9.7043 -0.4045 0.060
N -0.1681 -2.9904 0.4540 0.179
N 1.5358 9.5749 0.5271 0.056
N 0.3148 -0.8576 -2.2061 0.046
N 0.2313 0.8555 -3.5233 0.017
N 1.1748 0.0018 -3.9677 0.004
N 3.7034 -1.6108 1.9963 0.002
N -0.6356 -0.5004 4.0077 0.002
N -0.2861 0.3268 -2.4912 -0.008
C 4.4356 -2.1669 3.1363 0.003
C 4.2957 -0.9816 0.9382 0.010
C 0.2744 -3.4163 1.6331 -0.031
C 0.2410 -5.5694 2.9456 0.002
C -0.7210 -5.1191 0.6696 0.005
C -1.7186 9.3455 -0.9993 -0.001
C 1.2345 -1.0311 -3.1386 0.013
C 1.0846 0.3441 -6.4601 0.001
C -0.0550 -1.0180 2.9056 -0.007
C 0.1385 -0.8466 -6.5802 0.000
C 1.9504 0.2401 -5.2023 -0.001
C 0.3521 1.6757 -6.5863 0.000
C -1.5280 0.4541 3.6077 -0.003
C 2.7702 9.0475 1.1147 -0.002
C -1.4747 0.4999 2.2472 -0.010
C 1.2292 10.8869 0.4161 0.089
C -0.3783 -0.8515 5.4053 0.001
C -0.7923 -4.0355 -0.1587 -0.010
C 0.5182 8.8254 0.0256 -0.128
C -0.0093 10.9682 -0.1705 0.086
C 2.3695 -1.6282 1.7762 -0.037
C 3.2952 -0.6252 0.0828 -0.018
H 0.0996 -0.0148 5.9095 0.000
H 3.3583 -0.1014 -0.8554 -0.003
H -0.3672 -0.8283 -7.5440 0.000
H 5.3616 -0.8414 0.8826 0.003
H -0.4160 1.7908 -5.8221 0.000
H 2.6188 -0.6172 -5.2817 0.000
H 1.8866 -1.8806 -3.2525 0.001
H 0.2740 -1.7187 5.4466 0.000
H -1.3199 -1.0876 5.8943 0.000
H 5.0702 -2.9827 2.7984 0.000
H 5.0455 -1.3879 3.5865 0.000
H 1.8139 0.2839 -7.2736 0.000
H -0.6388 -0.8175 -5.8118 0.000
H -0.1361 1.7321 -7.5584 0.000
H 0.6678 -1.7995 -6.5067 0.000
H -2.1258 10.2315 -1.4763 0.001
H -2.1215 1.0099 4.3128 0.001
H -1.2432 -3.9509 -1.1321 0.004
H 1.0412 2.5184 -6.5116 0.000
H 1.8924 11.6674 0.7472 0.005
H 3.7297 -2.5391 3.8725 0.000
H -2.0326 1.1124 1.5606 0.004
H -0.0651 -6.5830 2.7064 0.000
H 2.5441 8.5578 2.0584 0.000
H -0.3146 -5.2269 3.8155 0.000
H -0.5983 11.8309 -0.4306 0.005
H 3.2247 8.3404 0.4275 0.002
H 2.5488 1.1352 -5.0367 0.000
H -1.0870 -6.1244 0.5521 0.002
H -1.5699 8.5642 -1.7379 0.003
H 1.3074 -5.5631 3.1561 0.000
H 3.4438 9.8818 1.2835 0.001
H -2.3943 8.9988 -0.2213 -0.001
```

- HOMO-LUMO gap (spin up / spin down) (eV) = 9.2 / 6.6
- ΔE to the lowest compared entry with this formula, charge and spin (kJ/mol) = 42.2
- E_tot (hartree) = -4581.528989
- expectation value of S² = 6.028
- spin multiplicity = 5
- charge = +3
- HOMO energy (spin up / spin down) (eV) = -15.60 / -16.05

> Number 1 is which compound?

C22H33Cl5GdN6OSi